Below is a single C28H32N2O8 molecule, with properties calculated with ωB97M-V with the def2-TZVPD basis set.

Geometry as ORCA input:
```
! wB97M-V def2-TZVPD RIJCOSX def2/J DEFGRID3
* xyz 0 1
C 1.394 -0.165 -5.177
H 2.424 -0.495 -5.302
O 1.147 -0.228 -3.795
C -0.089 0.133 -3.328
C -1.117 0.576 -4.151
C -2.336 0.963 -3.624
C -2.545 0.914 -2.262
C -1.543 0.459 -1.419
C -0.307 0.057 -1.938
O 0.615 -0.331 -1.013
C 1.650 -1.233 -1.339
H 2.459 -0.740 -1.881
H 2.017 -1.597 -0.379
H 1.277 -2.075 -1.927
C -1.777 0.388 0.075
N -0.878 1.237 0.825
C 0.026 0.577 1.580
O 0.901 1.093 2.242
C -0.305 -0.910 1.477
O 0.332 -1.807 1.981
C -1.485 -0.988 0.625
C -2.145 -2.096 0.223
C -1.891 -3.445 0.747
C -1.805 -3.679 2.113
C -1.585 -4.960 2.594
C -1.468 -6.031 1.697
C -1.544 -5.790 0.330
C -1.761 -4.513 -0.142
H -1.795 -4.340 -1.208
H -1.434 -6.626 -0.342
O -1.289 -7.319 2.117
C -1.520 -7.507 3.498
C -0.894 -6.367 4.300
H -1.062 -6.497 5.370
O -1.494 -5.141 3.945
H 0.184 -6.328 4.096
H -1.077 -8.469 3.757
H -2.601 -7.534 3.692
H -1.903 -2.876 2.823
O -3.107 -1.976 -0.724
H -3.504 -2.841 -0.898
C -0.836 2.667 0.657
C 0.119 3.104 -0.462
H 1.010 2.476 -0.429
H -0.365 2.943 -1.426
C 0.554 4.568 -0.334
N 1.911 4.691 0.168
C 2.408 6.050 0.042
C 3.875 6.092 0.471
O 4.036 5.662 1.799
C 3.534 4.351 1.947
C 2.062 4.256 1.549
H 1.748 3.218 1.653
H 1.463 4.887 2.231
H 3.663 4.088 2.997
H 4.118 3.659 1.322
H 4.260 7.113 0.427
H 4.460 5.450 -0.205
H 2.327 6.365 -1.001
H 1.829 6.754 0.669
H -0.166 5.121 0.299
H 0.545 5.035 -1.323
H -1.850 3.024 0.454
H -0.497 3.081 1.610
H -2.818 0.679 0.275
H -3.494 1.214 -1.845
H -3.116 1.308 -4.286
H -0.967 0.633 -5.217
H 1.293 0.855 -5.560
H 0.731 -0.833 -5.738
*
```

Its gap between HOMO and LUMO is 8.43 eV. As for the SMILES: COc1cccc([C@H]2/C(=C(\O)c3ccc4c(c3)OCCO4)C(=O)C(=O)N2CCCN2CCOCC2)c1OC. As for the relative energy (zero: lowest compared OMol25 entry of this formula, charge and spin): 4.0 kcal per mole.